[1]
12
Properties=species:S:1:pos:R:3:forces:R:3 method="wB97M-V/def2-TZVPD" de_lowest_ev=0.622 smiles="C=C(Cl)CC" e_lumo_ev=0.892 orbital_gap_ev=10.3 largest_force_ev_per_a=2.98 homo_energy_ev=-9.399
C 1.417025 -0.794410 -0.299386 2.73 -0.93 0.76
C 0.438067 0.097902 0.417027 2.08 1.68 0.69
C -0.940075 0.043399 -0.023543 -1.56 1.51 0.59
C -1.739535 1.138299 -0.161911 -0.11 -1.80 -0.46
H 1.366399 -1.919683 0.001352 -0.20 2.07 -0.79
H 1.457136 -0.637629 -1.391556 -0.33 -0.35 0.45
H 2.449421 -0.438226 0.076569 -1.32 -0.75 -0.63
H 0.794767 1.196832 0.395885 -0.56 -1.55 -0.28
H 0.522804 -0.136055 1.504054 -0.47 0.00 -0.59
H -1.460343 2.183991 -0.430635 0.29 -1.17 0.79
H -2.801790 0.916761 -0.111192 -0.05 0.27 -0.50
Cl -1.503872 -1.651186 0.023337 -0.50 1.00 -0.03

[2]
17
Properties=species:S:1:pos:R:3:forces:R:3 method="wB97M-V/def2-TZVPD" charge=+1 smiles="N/C(C(=[NH2+])O)=C(/O)C(Cl)Cl" e_lumo_ev=-4.748 orbital_gap_ev=8.4 largest_force_ev_per_a=4.41 homo_energy_ev=-13.197
C 0.382369 -0.237987 0.216890 -3.91 1.86 -0.77
C -0.990709 0.215445 -0.177670 3.91 -1.48 1.38
C 1.595955 0.398512 -0.199619 -0.01 -0.97 -0.99
C -2.214600 -0.472375 0.405008 0.78 0.40 0.16
N 1.714597 1.371198 -1.080099 0.78 1.27 -0.42
N 0.698733 -1.314091 1.054641 -2.04 -1.69 -3.19
O 2.687128 -0.174917 0.246907 1.05 0.66 -0.56
O -1.076337 1.187278 -1.052269 -0.97 1.17 -0.74
Cl -3.487134 0.721892 0.654822 -0.10 0.00 -0.17
Cl -2.751411 -1.741279 -0.836739 0.63 0.84 1.58
H -1.877581 -0.734295 1.457986 -0.79 -0.90 -1.54
H 0.876220 1.840749 -1.489359 1.15 -0.74 0.73
H 2.676592 1.723333 -1.342044 -1.67 -0.66 0.50
H 0.969464 -1.155834 1.954496 0.36 0.42 2.96
H 0.205233 -2.171812 0.829594 0.22 0.13 0.58
H 2.556154 -1.109993 0.575165 -0.69 1.15 -0.25
H -1.964678 1.654181 -1.217713 1.30 -1.46 0.75